ORCA calculation (ωB97M-V/def2-TZVPD) on a molecular structure, BrNa3 in a non-equilibrium geometry.

Summary:
Total energy   -83275.961 eV
ΔE to the lowest compared entry with this formula, charge and spin   453.1 kJ/mol
Orbital gap   6.148 eV
Net charge   +2
HOMO energy   -17.181 eV
LUMO   -11.03 eV

Geometry (Å):
Br (0.46630, 1.88310, -0.79654)
Na (-0.06150, -2.04907, 0.18916)
Na (-2.04894, -0.25757, -0.08783)
Na (1.64415, 0.42355, 0.69521)

Partial charges, Mulliken, in e: number 1, Br, carries -0.483; number 2, Na, carries 0.906; number 3, Na, carries 0.793; number 4, Na, carries 0.785

***

ORCA calculation (ωB97M-V/def2-TZVPD) on 2 unconnected molecules or ions with the total composition HN2P in a non-equilibrium geometry.

Summary:
Total energy   -12283.002 eV
ΔE to the lowest compared entry with this formula, charge and spin   25.3 kJ/mol
Orbital gap (spin up / spin down)   7.418 / 7.434 eV
HOMO energy (spin up / spin down)   -8.915 / -8.922 eV
LUMO (spin up / spin down)   -1.50 / -1.49 eV

Geometry (Å):
P (-0.96723, 0.58806, 0.83666)
N (-0.33413, -3.80013, 1.78003)
N (-1.28357, -3.35351, 1.45359)
H (-1.44411, 0.12965, 2.17152)

Partial charges, Mulliken, in e: number 1, P, carries -0.036; number 2, N, carries -0.002; number 3, N, carries 0.002; number 4, H, carries 0.036

***

ORCA calculation (ωB97M-V/def2-TZVPD) on a molecular structure, C15H20MnN7OS in a non-equilibrium geometry.

Summary:
Total energy   -70512.076 eV
ΔE to the lowest compared entry with this formula, charge and spin   183.6 kJ/mol
Orbital gap (spin up / spin down)   3.643 / 4.350 eV
Net charge   -1
<S²>   8.808
HOMO energy (spin up / spin down)   -1.176 / -1.913 eV
Spin multiplicity   6
LUMO (spin up / spin down)   2.47 / 2.44 eV

Geometry (Å):
Mn (-0.41343, 0.34726, -0.66140)
S (-0.66823, 0.48726, 1.97080)
O (-2.45813, 0.62506, -0.44960)
N (1.85137, 2.81586, -0.40810)
N (1.66317, 0.59306, -1.15640)
N (0.27937, 4.52596, -0.21940)
N (-0.36603, 2.35646, -1.03000)
N (3.74247, 1.46126, -0.22070)
N (-3.06603, 0.54576, 0.72800)
N (-0.41533, -1.36704, -0.97190)
C (-0.41163, -4.72444, 0.43920)
C (-0.49043, -3.49424, -2.04240)
C (4.25007, 0.11036, -0.09960)
C (-0.39513, -3.35594, 0.37720)
C (-0.43383, -2.66944, -0.87810)
C (-4.52173, 0.60316, 3.08890)
C (-0.50423, -4.86194, -1.95300)
C (-2.38453, 0.52956, 1.92750)
C (-0.45903, -5.50054, -0.71590)
C (2.37617, 1.55726, -0.62180)
C (-3.12793, 0.57106, 3.10060)
C (-4.43333, 0.53506, 0.70800)
C (0.53787, 3.17976, -0.58390)
C (-5.17333, 0.56966, 1.85570)
C (4.64357, 2.33376, -0.95930)
H (-0.39253, -5.21694, 1.40670)
H (-2.58323, 0.56816, 4.03110)
H (-0.55693, -5.45804, -2.85790)
H (-4.85993, 0.51156, -0.28300)
H (-6.25173, 0.56476, 1.79480)
H (-0.65843, 4.80536, -0.48120)
H (-1.27113, 2.80946, -1.14780)
H (4.60357, 2.16656, -2.04700)
H (5.21907, 0.15796, 0.40130)
H (-0.36073, -2.74744, 1.27220)
H (-0.53303, -2.99904, -3.00460)
H (4.38827, -0.40124, -1.06630)
H (2.37927, 3.40056, 0.22440)
H (-5.07863, 0.63686, 4.01260)
H (-0.46373, -6.58114, -0.65610)
H (2.21757, -0.23234, -1.37300)
H (4.39427, 3.37626, -0.75970)
H (0.95947, 5.18046, -0.58970)
H (5.66357, 2.15486, -0.61670)
H (3.56337, -0.47074, 0.51540)

Partial charges, Mulliken, in e: number 1, Mn, carries 0.305; number 2, S, carries -0.430; number 3, O, carries -0.723; number 4, N, carries -0.003; number 5, N, carries -0.535; number 6, N, carries -0.585; number 7, N, carries -0.268; number 8, N, carries 0.058; number 9, N, carries 0.549; number 10, N, carries -0.662; number 11, C, carries -0.450; number 12, C, carries -0.409; number 13, C, carries -1.140; number 14, C, carries -0.164; number 15, C, carries -0.246; number 16, C, carries -0.126; number 17, C, carries -0.378; number 18, C, carries 0.375; number 19, C, carries -0.462; number 20, C, carries 0.295; number 21, C, carries -0.749; number 22, C, carries -0.281; number 23, C, carries 0.414; number 24, C, carries -0.680; number 25, C, carries -1.042; number 26, H, carries 0.306; number 27, H, carries 0.376; number 28, H, carries 0.290; number 29, H, carries 0.387; number 30, H, carries 0.366; number 31, H, carries 0.255; number 32, H, carries 0.219; number 33, H, carries 0.304; number 34, H, carries 0.312; number 35, H, carries 0.341; number 36, H, carries 0.312; number 37, H, carries 0.399; number 38, H, carries 0.284; number 39, H, carries 0.367; number 40, H, carries 0.322; number 41, H, carries 0.202; number 42, H, carries 0.278; number 43, H, carries 0.226; number 44, H, carries 0.407; number 45, H, carries 0.387

***

ORCA calculation (ωB97M-V/def2-TZVPD) on a molecular structure, C33H21GeN3O11Re.

Summary:
Total energy   -120185.263 eV
ΔE to the lowest compared entry with this formula, charge and spin   0.0 kJ/mol
Orbital gap (spin up / spin down)   7.067 / 7.071 eV
Net charge   +1
HOMO energy (spin up / spin down)   -11.812 / -11.833 eV
LUMO (spin up / spin down)   -4.75 / -4.76 eV

Geometry (Å):
Re (1.05059, 0.07415, -0.06370)
Ge (-1.72971, 0.76497, 1.16553)
O (0.06816, -0.75136, -5.92796)
O (4.17570, 0.68965, -1.49129)
O (-0.02961, 0.08682, 1.77996)
O (1.79406, -2.80535, 7.04684)
O (5.51269, -2.67154, 2.10859)
O (2.19401, -0.77981, 1.17759)
O (-0.78984, -0.05898, 3.83833)
O (4.04565, -2.50206, 0.53272)
O (1.27435, -1.62952, -7.48201)
O (3.66475, -3.70540, 6.45246)
O (1.97082, 0.26638, -1.56543)
N (2.67647, -3.03642, 6.24964)
N (4.39533, -2.46287, 1.69468)
N (1.12980, -1.10093, -6.40546)
C (2.17594, -0.42938, -4.28577)
C (2.33488, -0.91219, -5.56824)
C (-1.31269, 0.23635, -2.81363)
C (-3.23153, -1.50563, 0.31179)
C (2.53029, -2.44700, 4.90152)
C (3.32387, -0.25523, -3.52457)
C (0.09129, -0.32340, 3.07173)
C (-2.23034, 5.11195, 2.80786)
C (-1.92879, 2.52533, 1.85003)
C (3.30314, 0.27614, -2.15892)
C (-5.00859, -2.52970, 1.55803)
C (2.26975, -1.34743, 2.37465)
C (-2.27871, 2.82571, -3.09376)
C (-3.07283, -0.55908, 1.32608)
C (1.42518, -1.67807, 4.62352)
C (-0.81429, 3.35280, 1.99114)
C (-4.20056, -2.48953, 0.43012)
C (3.56873, -1.22893, -6.10578)
C (1.29670, -1.11899, 3.35805)
C (-3.88881, -0.60561, 2.45817)
C (-3.19576, 3.00356, 2.18381)
C (-2.39473, 1.92234, -4.14158)
C (-0.66532, 0.69236, -0.45673)
C (-3.34404, 4.29746, 2.66104)
C (-4.85470, -1.59200, 2.57144)
C (-1.91548, 0.62695, -3.99955)
C (4.70402, -1.04565, -5.32980)
C (3.36239, -2.15573, 2.70016)
C (-1.70001, 2.44049, -1.89541)
C (-1.21552, 1.13963, -1.75138)
C (3.51073, -2.69160, 3.95975)
C (-0.96594, 4.64213, 2.47352)
C (4.58625, -0.55413, -4.04335)
H (-1.99547, -0.07408, -4.81824)
H (5.46039, -0.40038, -3.42472)
H (-4.07034, 2.37322, 2.06995)
H (-3.75545, 0.11227, 3.25867)
H (-4.32753, -3.22242, -0.35545)
H (-5.48498, -1.63375, 3.44967)
H (0.66897, -1.50579, 5.37657)
H (-1.62510, 3.14512, -1.07502)
H (-0.93364, -0.77271, -2.69585)
H (-4.32695, 4.66749, 2.92029)
H (3.62622, -1.61004, -7.11497)
H (-5.76481, -3.29863, 1.64921)
H (-2.64607, 3.83758, -3.20333)
H (-2.85440, 2.22674, -5.07232)
H (0.17487, 2.99450, 1.72616)
H (1.18875, -0.18975, -3.91437)
H (4.37381, -3.29444, 4.20264)
H (-0.10132, 5.28206, 2.58846)
H (-2.34668, 6.11976, 3.18446)
H (-2.60603, -1.47241, -0.57361)
H (5.67797, -1.28599, -5.73262)

Partial charges, Mulliken, in e: number 1, Re, carries 1.054; number 2, Ge, carries 0.450; number 3, O, carries -0.557; number 4, O, carries -0.446; number 5, O, carries -0.182; number 6, O, carries -0.598; number 7, O, carries -0.552; number 8, O, carries -0.881; number 9, O, carries -0.535; number 10, O, carries -0.548; number 11, O, carries -0.578; number 12, O, carries -0.599; number 13, O, carries -0.464; number 14, N, carries 1.049; number 15, N, carries 0.962; number 16, N, carries 0.952; number 17, C, carries -0.322; number 18, C, carries 0.180; number 19, C, carries -0.227; number 20, C, carries -0.013; number 21, C, carries -0.370; number 22, C, carries 0.607; number 23, C, carries 0.878; number 24, C, carries -0.503; number 25, C, carries 0.880; number 26, C, carries 0.499; number 27, C, carries -0.452; number 28, C, carries 0.837; number 29, C, carries -0.822; number 30, C, carries 0.266; number 31, C, carries -0.851; number 32, C, carries -0.325; number 33, C, carries -0.733; number 34, C, carries -0.622; number 35, C, carries 0.212; number 36, C, carries -0.152; number 37, C, carries -0.599; number 38, C, carries -0.615; number 39, C, carries 0.216; number 40, C, carries -0.711; number 41, C, carries -0.810; number 42, C, carries -0.896; number 43, C, carries -0.498; number 44, C, carries -0.171; number 45, C, carries -0.071; number 46, C, carries -0.104; number 47, C, carries -0.517; number 48, C, carries -0.731; number 49, C, carries -0.914; number 50, H, carries 0.499; number 51, H, carries 0.482; number 52, H, carries 0.401; number 53, H, carries 0.479; number 54, H, carries 0.437; number 55, H, carries 0.424; number 56, H, carries 0.695; number 57, H, carries 0.549; number 58, H, carries 0.724; number 59, H, carries 0.424; number 60, H, carries 0.509; number 61, H, carries 0.403; number 62, H, carries 0.454; number 63, H, carries 0.425; number 64, H, carries 0.325; number 65, H, carries 0.491; number 66, H, carries 0.623; number 67, H, carries 0.430; number 68, H, carries 0.404; number 69, H, carries 0.317; number 70, H, carries 0.431

***

ORCA calculation (ωB97M-V/def2-TZVPD) on C4HBr2ClF2 in the gas phase in a non-equilibrium geometry.

Summary:
Total energy   -162202.768 eV
ΔE to the lowest compared entry with this formula, charge and spin   168.7 kJ/mol
Orbital gap   8.462 eV
HOMO energy   -8.764 eV
Structure (SMILES)   FC(F)=C(Br)/C=C(/Cl)Br
LUMO   -0.30 eV

Geometry (Å):
Br (-0.59699, -0.27822, 2.15071)
Br (0.15895, -3.27121, 0.38341)
Cl (0.81076, -2.37464, -2.46599)
F (-0.12522, 2.99086, -0.17486)
F (-0.66030, 2.57308, 1.90473)
C (-0.17751, 0.63911, 0.51510)
C (0.18877, -0.48906, -0.62538)
C (-0.32642, 2.06895, 0.74886)
C (0.36080, -1.91801, -0.89306)
H (0.36717, 0.05914, -1.54352)

Partial charges, Mulliken, in e: number 1, Br, carries -0.209; number 2, Br, carries -0.071; number 3, Cl, carries -0.158; number 4, F, carries -0.203; number 5, F, carries -0.145; number 6, C, carries 0.262; number 7, C, carries -0.504; number 8, C, carries 0.411; number 9, C, carries 0.346; number 10, H, carries 0.269

***

ORCA calculation (ωB97M-V/def2-TZVPD) on a molecular structure, C7H8O in a non-equilibrium geometry.

Summary:
Total energy   -9427.728 eV
ΔE to the lowest compared entry with this formula, charge and spin   821.5 kJ/mol
Orbital gap   9.769 eV
HOMO energy   -8.974 eV
LUMO   0.80 eV

Geometry (Å):
O (1.95754, -0.28970, 0.22417)
C (0.83168, 0.51973, 0.82129)
C (0.34917, 0.15664, -1.65769)
C (0.01790, 0.54780, -2.96369)
C (-2.31530, -0.68997, 2.27302)
C (-0.05085, 0.73728, -0.35800)
C (-1.28393, -0.68405, 1.72678)
C (-0.30838, -0.52192, 0.58934)
H (1.12498, 1.23895, 1.56172)
H (-0.74769, 1.73633, 0.04406)
H (0.81604, 0.23668, -3.74484)
H (2.60533, 0.32487, -0.31990)
H (0.64696, -0.98093, -1.54270)
H (-3.38035, -0.88197, 2.75045)
H (-0.51254, 1.70785, -3.46904)
H (0.34523, -1.45733, 0.34068)

Partial charges, Mulliken, in e: number 1, O, carries -0.580; number 2, C, carries -0.053; number 3, C, carries -0.078; number 4, C, carries -0.800; number 5, C, carries 0.163; number 6, C, carries 0.302; number 7, C, carries -1.263; number 8, C, carries 0.022; number 9, H, carries 0.432; number 10, H, carries 0.249; number 11, H, carries 0.247; number 12, H, carries 0.326; number 13, H, carries 0.156; number 14, H, carries 0.342; number 15, H, carries 0.207; number 16, H, carries 0.328